ORCA calculation (ωB97M-V/def2-TZVPD) on a cluster of 12 separate species, C32H59N12O2P2 in total at a distorted geometry.

## Properties
Charge: -1
Lowest unoccupied orbital energy: 1.410 eV

Positions of all 107 atoms, in Å:
C (-3.337, -0.828, -1.049)
O (-3.264, -0.398, -2.392)
C (-1.939, -0.190, -2.900)
C (-0.825, -0.102, -1.876)
C (0.523, 0.223, -2.552)
C (1.514, 1.003, -1.657)
C (2.802, 0.248, -1.322)
P (2.539, -1.092, 0.035)
C (2.866, -2.568, -1.264)
C (2.197, -3.869, -1.034)
C (0.713, -3.918, -1.362)
N (2.819, -4.899, -0.597)
P (2.358, -2.537, 1.817)
C (2.508, -1.363, 3.231)
O (0.713, -2.993, 1.904)
H (-2.765, -1.738, -0.851)
H (-4.385, -1.084, -0.865)
H (-3.080, -0.045, -0.331)
H (-1.707, -0.980, -3.626)
H (-1.973, 0.749, -3.467)
H (-1.015, 0.672, -1.130)
H (-0.692, -1.061, -1.375)
H (0.284, 0.846, -3.427)
H (0.974, -0.690, -2.949)
H (1.031, 1.251, -0.706)
H (1.784, 1.928, -2.177)
H (3.494, 0.965, -0.865)
H (3.295, -0.136, -2.220)
H (1.091, -1.162, -0.210)
H (2.341, -0.031, 0.982)
H (4.004, -1.052, 0.337)
H (2.454, -2.177, -2.200)
H (3.935, -2.726, -1.428)
H (0.487, -3.231, -2.180)
H (0.107, -3.661, -0.491)
H (0.459, -4.922, -1.715)
H (2.162, -5.677, -0.504)
H (2.131, -1.889, 4.117)
H (1.884, -0.467, 3.110)
H (3.550, -1.102, 3.407)
H (0.530, -3.171, 2.834)
C (1.043, 3.693, -5.395)
C (2.183, 2.855, -5.050)
N (3.083, 2.192, -4.794)
H (1.070, 3.922, -6.459)
H (0.118, 3.165, -5.171)
H (1.074, 4.618, -4.822)
C (5.041, 3.437, 1.633)
C (3.748, 2.769, 1.597)
N (2.748, 2.212, 1.541)
H (4.953, 4.443, 1.227)
H (5.393, 3.492, 2.662)
H (5.761, 2.875, 1.039)
C (-6.240, 0.449, 1.401)
C (-5.094, -0.352, 1.801)
N (-4.188, -0.989, 2.099)
H (-6.185, 0.663, 0.333)
H (-7.162, -0.092, 1.608)
H (-6.235, 1.391, 1.943)
C (0.971, 1.315, 5.996)
C (2.201, 1.730, 5.334)
N (3.171, 2.073, 4.824)
H (0.673, 2.057, 6.733)
H (0.181, 1.200, 5.262)
H (1.124, 0.358, 6.492)
C (-2.848, 2.781, 4.536)
C (-2.428, 1.880, 5.599)
N (-2.076, 1.182, 6.440)
H (-2.912, 3.798, 4.919)
H (-2.122, 2.749, 3.724)
H (-3.818, 2.488, 4.150)
C (-4.890, -4.073, 3.995)
C (-6.036, -4.954, 3.811)
N (-6.943, -5.644, 3.670)
H (-5.100, -3.095, 3.565)
H (-4.676, -3.960, 5.055)
H (-4.011, -4.486, 3.503)
C (-7.074, 4.690, 0.975)
C (-6.132, 4.105, 1.919)
N (-5.385, 3.641, 2.656)
H (-6.881, 4.304, -0.024)
H (-8.092, 4.440, 1.267)
H (-6.960, 5.772, 0.968)
C (3.038, 0.496, -8.575)
C (1.840, 1.322, -8.587)
N (0.887, 1.962, -8.610)
H (3.896, 1.083, -8.254)
H (2.903, -0.344, -7.897)
H (3.216, 0.112, -9.578)
C (0.287, -6.300, 3.085)
C (-0.607, -5.336, 3.709)
N (-1.282, -4.523, 4.158)
H (0.893, -5.784, 2.337)
H (0.942, -6.739, 3.835)
H (-0.292, -7.087, 2.606)
C (-0.210, -1.081, -11.236)
C (0.728, -1.813, -10.396)
N (1.476, -2.373, -9.729)
H (-0.101, -1.395, -12.273)
H (-1.228, -1.278, -10.907)
H (-0.014, -0.013, -11.159)
C (4.577, 4.575, 7.075)
C (5.840, 4.780, 7.773)
N (6.834, 4.947, 8.320)
H (4.667, 3.763, 6.353)
H (3.797, 4.324, 7.791)
H (4.297, 5.486, 6.549)

---

ORCA calculation (ωB97M-V/def2-TZVPD) on the ion C3HNO7 with charge -2 at a distorted geometry.

## Properties
Relative energy (zero: lowest compared OMol25 entry of this formula, charge and spin): 91.6 kJ/mol
Charge: -2
SMILES string: O=C([O-])C(O)(C(=O)[O-])[N+](=O)[O-]
Lowest unoccupied orbital energy: 6.604 eV

Positions of all 12 atoms, in Å:
O (-1.030, 0.928, 2.558)
C (-0.582, -0.015, 1.832)
O (0.039, -1.024, 2.017)
C (-0.811, 0.116, 0.094)
O (0.452, 0.214, -0.582)
C (-1.645, -1.288, -0.268)
O (-1.293, -1.800, -1.346)
O (-2.516, -1.569, 0.532)
N (-1.650, 1.146, -0.271)
O (-2.787, 1.228, 0.270)
O (-1.265, 1.999, -1.118)
H (0.443, 1.047, -0.942)

---

| no. | DFT total energy (Eh) |
| --- | --- |
| 1 | -2744.76407 |
| 2 | -696.28484 |